{"formula": "C19H34ClO22", "method": "ωB97M-V/def2-TZVPD", "charge": -1, "de_lowest_kj_mol": 343.03, "gap_ev": 10.03, "energy_ha": -2859.6112, "symbols": ["O", "C", "C", "H", "O", "H", "H", "H", "C", "H", "C", "H", "H", "O", "O", "H", "H", "H", "H", "H", "O", "C", "O", "O", "C", "H", "O", "O", "O", "O", "H", "O", "C", "O", "C", "H", "C", "H", "Cl", "C", "H", "O", "C", "H", "H", "H", "O", "H", "O", "H", "C", "H", "H", "C", "O", "H", "H", "O", "H", "C", "H", "C", "O", "C", "H", "C", "O", "C", "H", "H", "O", "O", "C", "H", "H", "H"], "coordinates": [[0.674, 6.060, 0.246], [5.106, -3.566, -0.401], [-2.872, 0.553, -5.560], [-2.260, -0.920, -3.061], [4.150, 2.218, 4.141], [-1.251, 1.360, -3.161], [-3.755, 4.250, -2.203], [1.341, 4.222, 2.406], [4.227, -1.587, 0.144], [2.504, -3.700, 3.933], [1.032, -5.910, 3.078], [1.428, -3.146, 1.873], [3.142, 1.063, 1.257], [-5.230, -3.594, -1.162], [-3.742, 3.636, 0.274], [4.835, 1.485, 1.865], [2.228, -4.692, 1.097], [-2.083, 3.955, -2.408], [3.722, 2.684, 1.289], [-0.200, 0.867, -4.560], [-3.271, -3.425, -1.937], [0.927, 4.646, 0.341], [5.303, -2.546, 0.338], [0.558, -0.674, 1.131], [3.152, 1.653, 3.314], [-2.969, 0.353, 1.609], [0.962, 1.194, -0.320], [-0.751, -0.098, -0.775], [-3.907, 0.286, 1.432], [5.832, -4.593, -0.485], [3.730, -4.233, 2.788], [-4.657, -4.989, -2.850], [-0.087, 6.483, 1.198], [-0.630, 7.575, 1.198], [-4.436, -4.103, -2.003], [-4.382, 2.921, 0.259], [3.775, 1.739, 1.831], [1.974, 4.359, 0.236], [-0.028, 0.335, 0.305], [-1.749, -0.651, -3.985], [4.722, -0.774, -0.388], [0.696, -5.039, 2.141], [0.475, 4.332, 1.754], [-2.798, -1.591, -0.913], [-5.006, -1.481, -0.704], [-0.126, 3.432, 1.880], [-3.751, 0.871, -6.353], [-1.778, 3.761, -0.291], [-2.762, -0.649, -4.976], [3.814, -1.374, 1.130], [-2.692, 3.242, -0.578], [-3.213, 2.606, -2.595], [2.261, 2.249, 3.514], [-4.705, -2.488, -0.412], [0.343, -6.743, 3.622], [5.010, 1.794, 4.177], [2.986, 0.593, 3.506], [-0.827, 1.165, 1.083], [-2.608, 2.167, -0.418], [1.771, -4.178, 1.942], [0.417, 4.047, -0.413], [2.697, -4.380, 3.103], [3.992, -3.390, -1.011], [3.191, -2.264, -0.652], [-0.905, -1.237, -4.350], [-2.990, 3.498, -2.010], [-2.172, 1.479, -4.925], [-3.208, -2.588, -0.748], [-4.007, 0.614, 0.538], [-4.794, -2.516, 0.674], [2.289, -5.627, 3.525], [-0.249, 5.509, 2.126], [-1.189, 0.819, -4.105], [2.305, -2.591, -0.107], [-2.683, -3.124, 0.043], [3.154, -1.611, -1.523]]}